Molecular formula: C48H114BF4N7O18Ti
Method: DFT, the ωB97M-V functional and the def2-TZVPD basis

Element x y z (Å)
1 C 11.869 8.542 -4.895
2 H 0.601 7.533 -19.364
3 B 4.704 1.927 -17.210
4 C 7.388 1.986 -9.172
5 H -2.280 10.074 -9.864
6 H 7.191 7.584 -7.157
7 C 13.644 10.474 -5.701
8 H 2.082 2.005 -10.291
9 H 6.704 11.207 -7.423
10 H 1.292 7.388 -17.741
11 H 8.943 9.474 -17.614
12 H 14.102 11.369 -5.278
13 H 4.183 1.181 -8.167
14 H 3.483 8.612 -8.614
15 H -3.456 2.695 -16.778
16 O 12.816 4.413 -13.123
17 O -0.577 10.991 -10.415
18 C 5.496 0.717 -12.198
19 H -1.422 11.158 -15.005
20 H 11.063 10.132 -9.504
21 H 10.432 2.741 -17.167
22 N 4.839 2.085 -12.405
23 H 12.617 7.973 -5.446
24 H 4.903 2.301 -13.390
25 N 12.424 10.024 -4.840
26 H 3.298 0.759 -10.345
27 H 11.456 5.129 -15.000
28 C 12.364 8.830 -16.011
29 H -1.234 10.999 -12.812
30 H 0.791 5.482 -16.599
31 C 4.156 8.991 -13.517
32 C 7.159 10.273 -7.755
33 H 2.025 7.273 -10.372
34 H 6.110 7.559 -19.912
35 H 10.886 10.912 -15.631
36 H -1.139 -0.188 -18.618
37 H 2.073 13.997 -16.208
38 C 12.096 10.133 -9.158
39 C 3.115 1.808 -10.577
40 H 8.121 1.263 -8.816
41 H 11.212 7.052 -3.577
42 H -2.125 3.286 -19.380
43 C 5.074 10.266 -13.384
44 F 3.846 0.908 -16.675
45 H 11.996 11.464 -16.803
46 H 12.733 2.637 -17.909
47 H 1.761 6.754 -6.648
48 C 7.477 10.867 -18.076
49 C 1.981 7.340 -7.540
50 C 6.514 9.645 -18.269
51 H 11.155 3.662 -12.095
52 H -2.474 11.476 -10.973
53 H 9.495 5.482 -16.309
54 C 11.143 10.796 -16.684
55 C 0.091 12.207 -10.777
56 H 13.561 4.282 -18.077
57 C 13.055 10.840 -7.092
58 C 6.576 9.979 -13.380
59 H -1.250 13.369 -12.117
60 C 0.099 12.717 -15.467
61 O 11.359 9.399 -16.910
62 H 1.137 11.901 -10.779
63 H 9.985 2.680 -14.035
64 H 12.929 5.529 -11.264
65 H 6.988 11.705 -17.580
66 C 3.933 2.219 -8.385
67 H 2.882 1.447 -12.660
68 H -4.338 3.651 -18.093
69 C 3.365 2.192 -12.028
70 O 7.270 8.459 -18.401
71 H 14.164 5.498 -12.410
72 H -3.406 2.072 -19.393
73 F 4.487 2.303 -18.511
74 C 10.487 3.825 -17.267
75 H 8.748 10.368 -16.422
76 H 1.485 15.541 -15.699
77 C 1.380 6.606 -9.800
78 O 10.960 8.895 -2.648
79 H 7.576 7.859 -8.847
80 H 11.497 2.548 -14.915
81 H 10.153 5.090 -14.048
82 H 5.761 0.217 -10.062
83 H 7.708 11.176 -19.095
84 C 9.755 4.456 -16.050
85 C -3.389 3.345 -17.651
86 C 9.957 11.437 -17.459
87 H 6.195 0.661 -13.032
88 N -0.573 11.679 -13.160
89 C 4.752 7.635 -13.408
90 H 3.032 3.208 -12.243
91 C 9.600 9.177 -3.082
92 H 5.977 5.958 -8.699
93 Ti 6.155 14.356 -12.454
94 H 13.322 9.317 -16.196
95 C 11.836 3.379 -12.899
96 O 11.845 4.215 -17.178
97 H 9.529 9.155 -4.170
98 C 10.947 3.163 -14.203
99 O 8.401 8.684 -13.444
100 C 11.689 8.027 -3.472
101 H 2.906 2.256 -8.022
102 H -3.066 5.105 -16.561
103 C 12.645 3.696 -18.150
104 H 7.681 10.554 -8.669
105 H 5.352 7.420 -9.549
106 H 12.450 2.521 -12.625
107 C 3.362 8.046 -7.691
108 C 0.378 7.286 -18.326
109 H 7.213 10.848 -13.455
110 H -2.544 5.327 -17.981
111 H 7.055 6.423 -19.011
112 H 7.800 2.992 -9.085
113 H 9.211 10.060 -2.575
114 H 9.722 12.399 -17.004
115 C 6.140 7.537 -13.291
116 H 1.246 5.688 -10.372
117 H 0.625 14.781 -16.994
118 H 1.255 8.150 -7.467
119 H 12.366 7.765 -16.242
120 C 5.688 7.005 -8.599
121 H 0.290 11.160 -13.234
122 O 1.782 6.326 -8.496
123 H 12.219 8.899 -14.933
124 H 5.733 7.130 -18.195
125 H 4.683 6.661 -6.802
126 H 13.898 10.982 -7.769
127 H 7.865 9.909 -7.009
128 H 4.025 6.136 -8.153
129 O 6.193 9.279 -7.979
130 H 3.659 8.592 -6.795
131 H 10.015 4.198 -18.175
132 H 5.769 9.602 -17.474
133 H 10.996 8.572 -5.546
134 H 4.170 6.726 -13.452
135 H -0.286 12.595 -16.479
136 F 5.994 1.437 -17.077
137 H 12.643 10.981 -9.569
138 H -1.816 12.834 -14.455
139 N 8.796 10.456 -17.427
140 C -1.271 0.685 -19.257
141 H 14.354 9.654 -5.811
142 O 6.521 6.348 -13.001
143 H 4.821 -0.126 -12.346
144 C 6.514 7.365 -18.918
145 N -2.545 4.609 -17.270
146 H 13.973 4.068 -11.444
147 H 10.124 11.674 -18.510
148 H 12.514 11.782 -7.004
149 C -0.258 5.616 -16.862
150 H 12.738 10.203 -3.897
151 H 5.507 2.737 -12.019
152 N 4.405 6.967 -7.724
153 C -2.668 2.570 -18.763
154 C -1.029 12.096 -14.613
155 C 6.340 0.614 -10.896
156 H -0.695 6.295 -16.130
157 H -2.126 11.673 -9.226
158 C -0.319 12.802 -12.112
159 C 13.413 4.847 -11.963
160 H -0.689 3.498 -17.359
161 H 8.713 4.165 -15.916
162 C 1.156 14.569 -16.066
163 H 12.663 7.831 -3.024
164 O 4.051 2.571 -9.780
165 H 5.951 9.742 -19.197
166 H 6.624 1.888 -8.401
167 H 9.002 8.367 -2.664
168 H 0.406 7.077 -9.665
169 H 11.625 10.614 -5.022
170 H 12.544 9.275 -9.660
171 O -0.229 6.079 -18.187
172 H 0.045 12.829 -9.883
173 H 4.557 2.924 -7.836
174 H 12.292 3.801 -19.176
175 H -1.328 3.881 -15.776
176 O 2.942 9.151 -13.644
177 O 0.360 14.028 -15.051
178 N 10.628 4.591 -14.788
179 C -1.932 11.075 -10.116
180 H 7.199 -0.041 -11.040
181 C 7.112 8.739 -13.349
182 F 4.482 2.956 -16.312
183 C 6.772 7.898 -8.112
184 H -0.301 1.017 -19.627
185 H -1.967 0.482 -20.071
186 H -0.191 8.105 -17.885
187 O 6.901 1.886 -10.543
188 H 0.380 13.530 -12.523
189 O 12.046 10.051 -7.714
190 O -1.719 1.645 -18.317
191 H 0.963 12.107 -15.202
192 C -1.121 4.300 -16.761
193 O 4.644 11.430 -13.233

Summary:
**Max |F|**: 5.8 eV/Å
**Energy relative to the best compared isomer or geometry (same formula, charge and spin)**: 116.2 kcal per mole
**Total charge**: +5
**Lowest unoccupied orbital energy (spin up / spin down)**: -9.86 / -9.59 eV
**HOMO (spin up / spin down)**: -0.508 / -0.508 hartree
**E**: -4906.5565 Eh
**2S+1**: 4